No. 1
Here is C25H29N7O4Pd as an isolated structure in a non-equilibrium geometry from OMol25. Energies are from wB97M-V/def2-TZVPD.

Properties
charge	+2
frontier orbital gap (alpha / beta)	7.90 / 6.05	eV
multiplicity	5
LUMO level (alpha / beta)	-6.269 / -8.346	eV

Element x y z (Å)
Pd (-0.2277, -0.5478, -0.1108)
C (4.0020, -2.4859, 0.9189)
C (2.8075, -1.7446, 0.4774)
N (1.5925, -1.8209, 1.0035)
N (1.4288, -2.6972, 1.9482)
C (0.0281, -2.5967, 2.3828)
O (-0.7828, -2.0806, 1.6390)
C (-0.2564, -3.1423, 3.7008)
C (0.7098, -3.8733, 4.3978)
C (0.4097, -4.3772, 5.6523)
C (-0.8405, -4.1469, 6.2057)
C (-1.8077, -3.4186, 5.5153)
C (-1.5190, -2.9170, 4.2643)
C (2.8353, -0.8010, -0.6670)
C (3.9364, -0.8315, -1.5601)
C (4.0100, 0.1059, -2.5975)
C (2.9687, 0.9515, -2.7918)
C (1.7022, 0.8229, -1.9976)
N (1.8293, 0.0293, -0.7790)
H (3.8128, -3.0065, 1.8514)
H (4.2727, -3.2258, 0.1578)
H (4.8568, -1.8168, 1.0309)
H (1.6749, -4.0652, 3.9526)
H (1.1442, -4.9531, 6.1966)
H (-1.0721, -4.5416, 7.1859)
H (-2.7782, -3.2547, 5.9614)
H (-2.2549, -2.3534, 3.7084)
H (4.7262, -1.5477, -1.3991)
H (4.8982, 0.1695, -3.2100)
H (3.0113, 1.7344, -3.5339)
H (1.0347, 2.2837, -0.6231)
C (0.8781, 4.2984, -4.5143)
N (0.8234, 2.9977, -3.8103)
C (0.5048, 1.8895, -4.5186)
C (0.2995, 0.6035, -4.1150)
C (0.5872, 0.1059, -2.8198)
O (0.0034, -0.8692, -2.3241)
N (1.1873, 2.1220, -1.6070)
C (0.7190, 3.1339, -2.3921)
O (0.2731, 4.1455, -1.9143)
H (0.8477, 4.0995, -5.5810)
H (1.8094, 4.8009, -4.2653)
H (0.0371, 4.9180, -4.2182)
H (0.3274, 2.1084, -5.5654)
H (-0.1823, -0.0662, -4.8124)
C (-3.4020, -0.2867, 1.0176)
C (-2.3750, 0.5586, 1.6758)
N (-1.1056, 0.6988, 1.3281)
C (-0.5128, 1.5437, 2.2500)
C (-1.4518, 1.9488, 3.1364)
N (-2.6155, 1.3160, 2.7620)
H (-3.0254, -0.7024, 0.0818)
H (-4.2824, 0.3049, 0.7662)
H (-3.7013, -1.1145, 1.6602)
H (0.5266, 1.8156, 2.1994)
H (-1.4066, 2.6172, 3.9766)
H (-3.5125, 1.4121, 3.2107)
C (-3.9225, 1.9436, -2.3126)
C (-2.5250, 1.4753, -2.6455)
O (-1.7084, 1.3459, -1.4634)
H (-4.4945, 2.1309, -3.2207)
H (-3.8931, 2.8801, -1.7508)
H (-4.4594, 1.1988, -1.7269)
H (-2.0405, 2.1570, -3.3501)
H (-2.5301, 0.4826, -3.0961)
H (-1.8300, 2.1348, -0.9221)

***

No. 2
Here is an isolated ion of composition C12H16N and charge +1 in a non-equilibrium geometry from OMol25. Energies are from wB97M-V/def2-TZVPD.

Properties
charge	+1
frontier orbital gap (alpha / beta)	5.00 / 5.00	eV
LUMO level (alpha / beta)	-6.180 / -6.179	eV

Element x y z (Å)
C (-0.3738, 2.1274, 2.2477)
C (0.9986, 2.0162, 2.0389)
C (-1.3025, 1.2572, 1.6803)
C (1.4462, 1.0257, 1.2143)
C (-0.8798, 0.0238, 1.1383)
C (0.5277, -0.0004, 0.6793)
C (1.2578, -0.8225, -0.4757)
C (1.9471, -1.8344, 0.0556)
C (-1.9600, -0.8919, 1.0463)
C (-3.4311, -0.5371, 0.9897)
C (0.1438, 0.5059, -2.2786)
C (2.0214, -1.1586, -2.6740)
N (1.0753, -0.4530, -1.7694)
H (-0.6931, 3.1361, 2.6473)
H (1.7124, 2.7660, 2.4501)
H (-2.2613, 1.5802, 1.8182)
H (2.4909, 0.7691, 1.0290)
H (2.3418, -2.5807, -0.4972)
H (1.9303, -1.8605, 1.1123)
H (-1.6761, -2.0096, 1.0457)
H (-3.5684, 0.3385, 0.3765)
H (-3.9003, -0.3976, 1.9304)
H (-4.0155, -1.3951, 0.4899)
H (0.6375, 1.4275, -2.6259)
H (-0.4833, 0.0900, -3.1793)
H (-0.7468, 0.8102, -1.5838)
H (2.9770, -0.7147, -2.6694)
H (2.0257, -2.2209, -2.4743)
H (1.7585, -0.9969, -3.7623)

***

No. 3
Here is CH3N3Si as an isolated structure in a non-equilibrium geometry from OMol25. Energies are from wB97M-V/def2-TZVPD.

Properties
frontier orbital gap	8.50	eV
LUMO level	0.104	eV

Element x y z (Å)
C (-0.2413, -0.3560, 1.4173)
N (0.4605, -0.8092, 2.3061)
N (2.2203, -0.6811, 1.6850)
N (2.1487, -0.4348, 0.5620)
Si (0.5749, 0.0307, -0.2162)
H (-1.3096, -0.2906, 1.2992)
H (0.1373, -1.0270, -1.2601)
H (0.4298, 1.3413, -0.9526)

***

Values of ΔE to the lowest compared entry with this formula, charge and spin, in order: 1.575; 3.361; 0.045, all in eV.
Values of energy, in order: -48478.6442; -14182.5748; -13430.2877, all in eV.